[1]
# C4H6O2

C4H6O2 in the gas phase at a distorted geometry (ωB97M-V with the def2-TZVPD basis set, the OMol25 dataset).

Structure (XYZ):
```
12
Properties=species:S:1:pos:R:3:lowdin_charge:R:1
C 1.31 0.31 -1.13 -0.03
C -0.10 0.00 -0.77 -0.38
O -0.68 -1.18 -0.30 0.00
C -0.83 0.13 0.49 -0.12
C -0.69 -0.41 1.87 -0.23
O -1.45 -0.07 2.74 0.06
H 1.30 1.40 -1.27 0.09
H 2.06 0.05 -0.38 0.08
H 1.56 -0.15 -2.09 0.08
H -0.80 0.37 -1.52 0.14
H -1.65 0.85 0.43 0.15
H -0.03 -1.29 1.93 0.13
```

Output
Energy relative to the best compared isomer or geometry (same formula, charge and spin), kcal per mole: 67.6
E, eV: -8337.5288
HOMO level, hartree: -0.3748
Orbital gap, eV: 10.770

---

[2]
# C4H6O2

C4H6O2 in the gas phase (ωB97M-V with the def2-TZVPD basis set, the OMol25 dataset).

Structure (XYZ):
```
12
Properties=species:S:1:pos:R:3:lowdin_charge:R:1
C 1.55 0.31 -0.74 -0.01
C 0.39 0.71 0.14 -0.46
O 0.10 1.87 0.36 0.08
C -0.46 -0.41 0.71 -0.09
C -1.75 -0.50 -0.10 -0.25
O -2.07 -1.47 -0.73 0.06
H 1.20 -0.36 -1.54 0.09
H 2.29 -0.24 -0.15 0.09
H 2.01 1.20 -1.17 0.09
H 0.03 -1.38 0.69 0.12
H -0.73 -0.14 1.74 0.13
H -2.36 0.42 -0.09 0.13
```

Output
Energy relative to the best compared isomer or geometry (same formula, charge and spin), kcal per mole: 17.2
E, eV: -8339.7141
HOMO level, hartree: -0.3657
Orbital gap, eV: 10.573

---

[3]
# C4H6O2

C4H6O2 in the gas phase at a distorted geometry (ωB97M-V with the def2-TZVPD basis set, the OMol25 dataset).

Structure (XYZ):
```
12
Properties=species:S:1:pos:R:3:lowdin_charge:R:1
C 0.83 -0.48 -1.47 0.04
C 1.00 0.00 -0.24 -0.14
C -0.09 0.73 0.51 -0.37
O -1.04 1.34 -0.30 -0.02
C -0.72 -0.50 1.25 -0.19
O -1.82 -0.88 0.96 0.07
H -0.05 -0.22 -2.06 0.07
H 1.61 -1.02 -1.97 0.06
H 1.87 -0.27 0.36 0.11
H 0.34 1.45 1.21 0.15
H -1.81 0.74 -0.35 0.10
H -0.12 -0.90 2.08 0.13
```

Output
Energy relative to the best compared isomer or geometry (same formula, charge and spin), kcal per mole: 38.3
E, eV: -8338.7987
HOMO level, hartree: -0.3607
Orbital gap, eV: 10.550

---

[4]
# C4H6O2

C4H6O2 in the gas phase (ωB97M-V with the def2-TZVPD basis set, the OMol25 dataset).

Structure (XYZ):
```
12
Properties=species:S:1:pos:R:3:lowdin_charge:R:1
C 0.33 -1.21 0.89 -0.05
C 0.38 -0.37 -0.33 -0.11
C -0.73 0.27 -0.89 -0.05
C -0.18 1.77 -0.05 -0.58
O -0.89 2.71 -0.26 0.13
O 0.86 1.49 0.57 0.02
H 0.27 -2.26 0.55 0.10
H -0.55 -0.99 1.49 0.10
H 1.24 -1.10 1.49 0.09
H 1.32 -0.37 -0.88 0.14
H -0.70 0.52 -1.95 0.11
H -1.71 0.03 -0.49 0.11
```

Output
Energy relative to the best compared isomer or geometry (same formula, charge and spin), kcal per mole: 51.8
E, eV: -8338.2158
HOMO level, hartree: -0.3472
Orbital gap, eV: 9.061

---

[5]
# C4H6O2

C4H6O2 in the gas phase (ωB97M-V with the def2-TZVPD basis set, the OMol25 dataset).

Structure (XYZ):
```
12
Properties=species:S:1:pos:R:3:lowdin_charge:R:1
C -1.51 -0.36 -0.52 0.00
C -0.55 -0.55 0.63 -0.40
O -0.69 -1.42 1.47 0.09
C 0.62 0.38 0.75 -0.22
C 1.63 0.41 -0.32 -0.10
O 0.72 1.48 -0.15 -0.03
H -1.04 0.11 -1.39 0.08
H -1.95 -1.33 -0.79 0.09
H -2.32 0.30 -0.19 0.10
H 0.93 0.58 1.77 0.15
H 1.48 -0.19 -1.22 0.12
H 2.67 0.60 -0.05 0.12
```

Output
Energy relative to the best compared isomer or geometry (same formula, charge and spin), kcal per mole: 38.5
E, eV: -8338.7924
HOMO level, hartree: -0.3633
Orbital gap, eV: 10.812

---

[6]
# C4H6O2

C4H6O2 in the gas phase at a distorted geometry (ωB97M-V with the def2-TZVPD basis set, the OMol25 dataset).

Structure (XYZ):
```
12
Properties=species:S:1:pos:R:3:lowdin_charge:R:1
C -1.54 -0.17 0.16 -0.20
O -1.07 1.12 0.12 0.00
C 0.17 0.83 -0.41 -0.21
C 1.28 0.23 0.58 -0.02
C 0.61 -0.64 -0.41 -0.30
O -0.53 -1.19 0.07 -0.07
H -2.08 -0.58 -0.86 0.18
H -2.10 -0.44 1.04 0.13
H 0.64 1.79 -0.89 0.18
H 2.32 0.33 0.32 0.11
H 1.11 -0.23 1.45 0.07
H 1.18 -1.07 -1.16 0.14
```

Output
Energy relative to the best compared isomer or geometry (same formula, charge and spin), kcal per mole: 99.0
E, eV: -8336.1696
HOMO level, hartree: -0.3332
Orbital gap, eV: 10.149

---

[7]
# C4H6O2

C4H6O2 in the gas phase at a distorted geometry (ωB97M-V with the def2-TZVPD basis set, the OMol25 dataset).

Structure (XYZ):
```
12
Properties=species:S:1:pos:R:3:lowdin_charge:R:1
O 1.24 1.43 -0.01 0.00
C 1.31 0.16 -0.53 -0.33
O 1.13 -0.80 0.46 -0.05
C -0.28 -0.85 0.67 -0.26
C -1.11 -0.37 -0.46 -0.04
C -1.12 0.37 0.64 -0.02
H 0.34 1.45 0.39 0.06
H 2.19 0.01 -1.14 0.14
H 0.36 0.00 -1.19 0.12
H -0.54 -1.72 1.26 0.14
H -1.71 -0.67 -1.30 0.12
H -1.80 0.97 1.22 0.12
```

Output
Energy relative to the best compared isomer or geometry (same formula, charge and spin), kcal per mole: 100.6
E, eV: -8336.1008
HOMO level, hartree: -0.3617
Orbital gap, eV: 10.576

---

[8]
# C4H6O2

C4H6O2 in the gas phase (ωB97M-V with the def2-TZVPD basis set, the OMol25 dataset).

Structure (XYZ):
```
12
Properties=species:S:1:pos:R:3:lowdin_charge:R:1
C -0.67 -0.09 -1.48 -0.01
C -0.76 0.51 -0.10 -0.44
O -1.77 1.01 0.34 0.09
C 0.51 0.46 0.75 -0.08
C 0.84 -0.96 1.17 -0.24
O 1.15 -1.83 0.40 0.05
H -0.27 -1.11 -1.43 0.08
H 0.03 0.49 -2.09 0.09
H -1.66 -0.08 -1.95 0.09
H 1.36 0.83 0.15 0.13
H 0.37 1.11 1.62 0.12
H 0.78 -1.16 2.26 0.13
```

Output
Energy relative to the best compared isomer or geometry (same formula, charge and spin), kcal per mole: 17.8
E, eV: -8339.6880
HOMO level, hartree: -0.3654
Orbital gap, eV: 10.462

---

[9]
# C4H6O2

C4H6O2 in the gas phase (ωB97M-V with the def2-TZVPD basis set, the OMol25 dataset).

Structure (XYZ):
```
12
Properties=species:S:1:pos:R:3:lowdin_charge:R:1
C 0.08 0.16 -1.58 -0.01
C -0.82 0.24 -0.38 -0.45
O -2.02 0.09 -0.43 0.09
C -0.12 0.47 0.97 -0.08
C 0.54 -0.82 1.40 -0.24
O 1.55 -1.25 0.88 0.05
H 0.94 -0.49 -1.37 0.08
H 0.50 1.16 -1.78 0.09
H -0.48 -0.18 -2.45 0.09
H 0.67 1.23 0.85 0.13
H -0.86 0.79 1.70 0.12
H 0.03 -1.40 2.19 0.13
```

Output
Energy relative to the best compared isomer or geometry (same formula, charge and spin), kcal per mole: 17.6
E, eV: -8339.6979
HOMO level, hartree: -0.3658
Orbital gap, eV: 10.450

---

[10]
# C4H6O2

A molecular structure, C4H6O2 (ωB97M-V with the def2-TZVPD basis set, the OMol25 dataset).

Structure (XYZ):
```
12
Properties=species:S:1:pos:R:3:lowdin_charge:R:1
C 1.26 -0.38 -0.19 -0.04
C -0.13 -0.46 0.46 -0.21
C -0.66 0.95 0.69 -0.10
O -1.14 0.98 -0.69 0.02
C -1.01 -0.39 -0.77 -0.49
O -1.40 -1.12 -1.63 0.15
H 1.14 0.36 -0.99 0.10
H 2.03 -0.03 0.49 0.08
H 1.54 -1.34 -0.63 0.09
H -0.28 -1.24 1.21 0.15
H 0.08 1.72 0.95 0.13
H -1.53 1.03 1.33 0.12
```

Output
Energy relative to the best compared isomer or geometry (same formula, charge and spin), kcal per mole: 22.2
E, eV: -8339.4969
HOMO level, hartree: -0.3849
Orbital gap, eV: 11.392